[1]
# C7H10

The ion C7H10 with charge -1 in a non-equilibrium geometry (ωB97M-V with the def2-TZVPD basis set, OMol25).

The calculated total energy is -7416.968 eV. Its total charge is -1. For the LUMO energy (spin up / spin down), the calculation gives 4.01 / 3.94 eV. As for the molecular weight: 94.157 g mol⁻¹. The calculation puts the gap between HOMO and LUMO (spin up / spin down) at 3.28 / 7.35 eV. As for the spin multiplicity: 2. The calculation puts the relative energy (zero: lowest compared OMol25 entry of this formula, charge and spin) at 207.9 kJ/mol.

Bonds (Å) are listed after each position.
Atoms and positions in Å:
1 C -1.6071 -0.2998 -0.8758  C2 1.347, C4 1.502, H8 1.042
2 C -2.7586 0.1792 -0.3671  C1 1.347, H9 1.078, H10 1.108
3 C -0.1070 1.8131 -1.4103  C4 1.364, H11 1.050, H12 1.105
4 C -0.3627 0.5239 -1.0472  C1 1.502, C3 1.364, C5 1.548
5 C 0.7888 -0.2127 -0.3206  C4 1.548, C6 1.299, H13 1.104
6 C 1.0617 -0.2976 0.9471  C5 1.299, C7 1.509, H14 1.083
7 C 2.1699 -1.0998 1.5829  C6 1.509, H15 1.080, H16 1.123, H17 1.120
8 H -1.6428 -1.3086 -1.1361  C1 1.042
9 H -3.5600 -0.4911 -0.1005  C2 1.078
10 H -2.9986 1.2590 -0.3022  C2 1.108
11 H 0.8163 2.2016 -1.0955  C3 1.050
12 H -0.7076 2.5301 -1.9980  C3 1.105
13 H 1.1218 -1.2100 -0.6576  C5 1.104
14 H 0.6113 0.4387 1.6017  C6 1.083
15 H 2.9657 -1.2905 0.8776  C7 1.080
16 H 1.7212 -2.1143 1.7571  C7 1.123
17 H 2.4877 -0.6212 2.5446  C7 1.120

---

[2]
# C7H10

A cluster of 2 separate species, C7H10 in total (ωB97M-V with the def2-TZVPD basis set, OMol25).

The calculated total energy is -7417.362 eV. For the LUMO energy, the calculation gives 1.18 eV. As for the molecular weight: 94.157 g mol⁻¹. The calculation puts the gap between HOMO and LUMO at 9.94 eV. The calculation puts the relative energy (zero: lowest compared OMol25 entry of this formula, charge and spin) at 354.4 kJ/mol. The structure (SMILES) is C=C1C[C@@H]2[C@@H]3[C@H]1[C@H]23.[H][H].

Bonds (Å) are listed after each position.
Atoms and positions in Å:
1 C 1.4187 -1.5052 -0.2138  C2 1.328, H8 1.084, H9 1.089
2 C 0.4080 -0.6630 -0.0314  C1 1.328, C3 1.513, C6 1.494
3 C -1.0859 -0.9040 -0.0569  C2 1.513, C4 1.535, H11 1.100, H12 1.093
4 C -1.5349 0.4784 -0.5513  C3 1.535, C5 1.497, C7 1.510, H13 1.087
5 C -0.7657 1.5468 0.1615  C4 1.497, C6 1.505, C7 1.453, H14 1.079
6 C 0.5341 0.8254 -0.0759  C2 1.494, C5 1.505, C7 1.506, H16 1.087
7 C -0.3875 1.2148 -1.2012  C4 1.510, C5 1.453, C6 1.506, H17 1.076
8 H 1.2772 -2.5734 -0.3357  C1 1.084
9 H 2.4371 -1.1238 -0.2714  C1 1.089
10 H 1.5064 -0.6271 2.0931  H15 0.744
11 H -1.4725 -1.1145 0.9510  C3 1.100
12 H -1.3778 -1.7238 -0.7189  C3 1.093
13 H -2.5551 0.6762 -0.8689  C4 1.087
14 H -1.0211 2.4840 0.6323  C5 1.079
15 H 1.3493 -0.0399 2.5226  H10 0.744
16 H 1.4803 1.3297 0.0999  C6 1.087
17 H -0.2105 1.7192 -2.1351  C7 1.076

---

[3]
# C7H10

A cluster of 2 separate species, C7H10 in total in a non-equilibrium geometry (ωB97M-V with the def2-TZVPD basis set, OMol25).

The calculated total energy is -7416.346 eV. For the LUMO energy, the calculation gives 1.20 eV. As for the molecular weight: 94.157 g mol⁻¹. The calculation puts the gap between HOMO and LUMO at 10.11 eV. The calculation puts the relative energy (zero: lowest compared OMol25 entry of this formula, charge and spin) at 452.4 kJ/mol. The structure (SMILES) is C=CCC=C.C#C.

Bonds (Å) are listed after each position.
Atoms and positions in Å:
1 C 1.4776 0.3252 2.6195  C2 1.328, H8 1.083, H9 1.080
2 C 1.0450 -0.3562 1.5651  C1 1.328, C3 1.482, H10 1.086
3 C 0.0539 0.1436 0.5830  C2 1.482, C5 1.451, H11 1.091, H15 1.237
4 C -0.3427 0.2878 -2.5872  C6 1.226, H12 1.061
5 C -0.9208 -0.8013 0.0712  C3 1.451, C7 1.351, H13 1.086
6 C 0.7267 0.7003 -2.1525  C4 1.226, H14 1.065
7 C -1.9502 -0.3986 -0.7060  C5 1.351, H16 1.080, H17 1.081
8 H 1.1076 1.3176 2.8437  C1 1.083
9 H 2.1326 -0.1197 3.3543  C1 1.080
10 H 1.3689 -1.3834 1.4251  C2 1.086
11 H -0.3739 1.1081 0.8599  C3 1.091
12 H -1.0989 -0.1065 -3.2188  C4 1.061
13 H -0.5878 -1.8314 -0.0124  C5 1.086
14 H 1.6681 1.1739 -2.3091  C6 1.065
15 H 0.6103 0.4372 -0.4816  C3 1.237
16 H -2.3132 0.6183 -0.6692  C7 1.080
17 H -2.6030 -1.1147 -1.1849  C7 1.081